Record 1
15
Properties=species:S:1:pos:R:3:forces:R:3:lowdin_charge:R:1 method="wB97M-V/def2-TZVPD" gap_ha=0.38557 smiles="O=CCCC=O.O" de_lowest_kcal_mol=40.1 e_lumo_ev=0.49
O -2.077454 1.334370 1.279068 -0.2 0.1 0.2 0.07
C -1.161344 0.907707 0.636399 0.1 -0.3 -0.4 -0.28
C -0.627783 -0.492324 0.722922 0.4 -0.3 0.0 -0.16
C 0.915001 -0.494459 0.644413 -0.7 0.0 0.9 -0.15
C 1.444082 -1.898146 0.751926 0.3 0.1 -0.2 -0.28
O 2.456506 -2.188057 1.325581 0.1 0.0 0.2 0.06
H -0.623802 1.532667 -0.095446 0.0 0.3 -0.1 0.11
H -0.977678 -1.103117 -0.117575 -0.3 0.2 0.0 0.12
H -1.017429 -0.949718 1.635897 0.2 0.0 0.0 0.13
H 1.246936 -0.029354 -0.280114 0.1 0.0 -0.3 0.12
H 1.320225 0.085975 1.474249 0.2 0.0 -0.1 0.13
H 0.864112 -2.692851 0.247113 -0.2 0.0 -0.1 0.13
O -0.191029 1.908127 -2.741363 -0.6 0.2 0.2 -0.07
H -0.642016 2.706084 -2.419346 0.3 -0.2 -0.1 0.04
H -0.928332 1.373101 -3.063720 0.2 0.0 -0.1 0.04

***

Record 2
11
Properties=species:S:1:pos:R:3:forces:R:3:lowdin_charge:R:1 method="wB97M-V/def2-TZVPD" gap_ha="0.30599 / 0.30636" de_lowest_kcal_mol=124.6 e_lumo_ev="-1.26 / -1.26"
C -1.529074 0.910952 0.605906 0.1 -0.2 -0.1 -0.15
O -0.393250 0.304173 -0.023793 -0.2 -1.0 0.0 -0.24
C 0.879826 -1.266949 0.015860 -0.6 1.0 0.2 0.15
C 1.491904 -0.297599 -0.922402 0.0 0.2 0.2 -0.35
O 1.832715 0.791027 -0.531663 1.0 -0.4 -0.6 0.06
H -2.301386 0.262977 1.029440 0.2 -0.3 -0.1 0.07
H -1.199178 1.616950 1.387327 0.1 -0.4 -0.1 0.08
H -2.023916 1.524003 -0.175268 0.2 -0.4 0.2 0.08
H 0.800260 -2.322345 -0.345165 -1.0 1.0 0.2 0.10
H 1.148902 -1.187645 1.061971 0.0 0.2 -0.1 0.08
H 1.451429 -0.572863 -1.995753 0.2 0.1 0.2 0.12

***

Record 3
19
Properties=species:S:1:pos:R:3:forces:R:3:lowdin_charge:R:1 method="wB97M-V/def2-TZVPD" gap_ha=0.31461 de_lowest_kcal_mol=119.0 e_lumo_ev=0.91
C 1.648392 1.195544 0.415195 -0.2 0.2 -4.8 -0.13
C -0.390328 1.706203 -0.776923 2.9 2.0 3.3 -0.16
C 0.733401 -2.014622 1.069831 -3.2 -0.8 0.4 -0.17
C -1.832270 -0.985028 -1.042526 2.0 -1.2 -0.6 -0.16
N 0.472776 0.646834 -0.220322 -1.8 -0.8 -0.4 -0.50
O 1.184841 -1.826001 -0.272353 0.0 -0.4 0.7 -0.49
P 0.588214 -0.722763 -1.299332 -3.0 0.3 1.3 0.98
H 1.944381 2.046664 -0.331615 0.9 -1.4 1.6 0.12
H 1.289186 1.602773 1.257618 -0.7 1.8 3.4 0.04
H 2.266403 0.351316 0.614694 1.3 0.0 0.0 0.06
H -0.415426 2.690199 -0.105245 0.2 -2.2 -1.1 0.14
H 0.072524 1.964016 -1.666127 0.6 1.2 -2.2 0.04
H -1.343447 1.431655 -0.950076 -3.1 -1.2 -0.4 0.00
H -0.210852 -1.349123 1.340138 1.8 -1.6 -0.9 0.11
H 1.434823 -1.773535 1.792475 2.0 1.2 1.0 0.03
H 0.597793 -3.126461 1.373671 -0.4 1.6 -1.4 0.11
H -1.955047 -0.652744 -0.012243 -0.1 0.9 -0.4 -0.03
H -2.136299 -2.076964 -0.942078 0.5 1.2 -1.0 0.01
H -2.272767 -0.412421 -1.916220 0.3 -0.8 1.5 0.01

***

Record 4
73
Properties=species:S:1:pos:R:3:forces:R:3:lowdin_charge:R:1 method="wB97M-V/def2-TZVPD" gap_ha="0.18539 / 0.18546" de_lowest_kcal_mol=1.2 charge=-1 multiplicity=2 s_squared=0.759 e_lumo_ev="0.88 / 0.88"
Ru -1.093792 0.899330 1.563651 -0.1 -0.2 0.2 0.43
S -3.987850 3.515291 -1.059166 0.0 0.1 0.1 -0.22
Sb -2.685217 3.823653 0.769346 -0.1 -0.1 -0.1 -0.16
S -2.954873 1.924785 2.307093 0.0 0.0 0.0 0.03
S -0.458968 2.968143 0.502293 0.0 0.0 0.0 -0.01
S -2.760994 5.767209 1.915643 0.1 0.0 0.0 -0.30
S 0.204899 -2.110203 8.379471 0.1 -0.1 0.0 0.99
N 0.748002 -0.728865 7.739483 -0.1 0.1 0.0 -0.22
C 0.232807 -0.640692 6.526274 0.0 0.0 0.0 -0.30
C 0.442492 0.451816 5.594440 0.0 0.0 0.0 -0.09
C 1.187217 1.594655 5.886224 0.0 0.0 0.0 0.01
C 1.295414 2.579085 4.929958 0.0 0.0 0.0 -0.02
C 0.675083 2.401061 3.694423 0.0 0.0 0.0 -0.10
N -0.018918 1.309521 3.410144 0.0 0.0 0.0 -0.04
C -0.158434 0.350233 4.340147 0.0 0.0 0.0 -0.14
C -1.002454 -0.794974 3.982590 0.0 0.0 0.0 -0.13
N -1.564190 -0.774788 2.758038 0.0 0.0 0.0 -0.05
C -2.372468 -1.765608 2.401360 0.0 0.0 0.0 -0.08
C -2.648929 -2.836790 3.247733 0.0 0.0 0.0 -0.02
C -2.073530 -2.879841 4.497735 0.0 0.0 0.0 0.01
C -1.232407 -1.836590 4.881612 0.0 0.0 0.0 -0.09
C -0.583349 -1.757078 6.177632 0.0 0.0 0.0 -0.30
N -0.666822 -2.662742 7.135688 -0.1 0.1 0.0 -0.22
H 1.653249 1.691134 6.858003 0.0 0.0 0.0 0.12
H 1.844259 3.489908 5.122370 0.0 0.0 0.0 0.11
H 0.707267 3.143604 2.902927 0.0 0.0 0.0 0.06
H -2.795405 -1.680356 1.407088 0.0 0.0 0.0 0.10
H -3.315223 -3.617985 2.910118 0.0 0.0 0.0 0.11
H -2.263395 -3.692315 5.186395 0.0 0.0 0.0 0.12
C 0.475220 2.461573 -4.933544 0.0 0.0 0.0 -0.10
C 0.100471 1.551484 -3.772671 0.0 0.0 0.0 -0.24
C 1.028951 1.759695 -2.590970 0.0 0.0 0.0 -0.18
N 0.648792 0.906081 -1.473660 0.0 0.0 0.0 0.02
C 1.408565 0.199981 -0.695205 0.1 0.0 -0.1 -0.74
S 0.958567 -0.320563 0.854467 0.0 0.0 0.1 0.68
N 2.705349 -0.152138 -1.100244 -0.1 0.2 0.0 0.09
C 3.036589 -0.719455 -2.321058 -0.2 -0.5 0.2 -0.41
O 2.254916 -0.859547 -3.231395 0.0 0.2 -0.1 0.11
C 4.435827 -1.257864 -2.387243 0.1 0.2 -0.1 -0.14
C 5.476610 -0.750229 -1.616228 0.0 0.0 0.0 -0.03
C 6.754605 -1.274616 -1.744146 0.0 0.0 0.0 -0.08
C 6.994231 -2.308714 -2.636695 0.0 0.0 0.0 -0.09
C 5.957595 -2.812133 -3.412207 0.0 0.0 0.0 -0.07
C 4.683406 -2.283925 -3.292845 0.0 0.0 0.0 -0.02
H -0.218379 2.336442 -5.765190 0.0 0.0 0.0 0.07
H 1.481490 2.239962 -5.298493 0.0 0.0 0.0 0.07
H 0.447274 3.511573 -4.634628 0.0 0.0 0.0 0.08
H 0.147324 0.503211 -4.072183 0.0 0.0 0.0 0.11
H -0.921474 1.758370 -3.446203 0.1 0.0 0.0 0.10
H 0.935105 2.786855 -2.223882 0.0 0.0 0.0 0.11
H 2.066889 1.581640 -2.860590 0.0 0.0 0.0 0.11
H -0.276191 1.114639 -1.078775 0.0 0.0 0.0 0.01
H 3.273111 -0.440573 -0.317843 0.0 0.0 0.0 0.10
H 5.304339 0.076425 -0.938359 0.0 0.0 0.0 0.11
H 7.563958 -0.869161 -1.151256 0.0 0.0 0.0 0.10
H 7.991374 -2.718727 -2.733431 0.0 0.0 0.0 0.10
H 6.144881 -3.615774 -4.112383 0.0 0.0 0.0 0.10
H 3.862840 -2.649150 -3.895738 0.0 0.0 0.0 0.12
C -3.422837 -2.185261 -3.178211 0.0 0.0 0.0 -0.20
Si -3.749134 -0.493405 -2.419470 -0.1 -0.1 0.1 0.38
C -3.547316 0.807086 -3.746512 0.0 0.0 0.0 -0.19
C -5.504724 -0.423908 -1.768235 0.0 0.0 0.0 -0.19
C -2.629723 -0.225798 -1.013348 0.0 0.0 0.0 -0.20
C -2.051326 0.216423 -0.030818 0.2 0.1 -0.2 -0.40
H -4.087469 -2.373338 -4.025909 0.0 0.0 0.0 0.02
H -3.576191 -2.978365 -2.442735 0.0 0.0 0.0 0.02
H -2.391768 -2.253326 -3.533357 0.0 0.0 0.0 0.02
H -4.353870 0.726759 -4.480402 0.0 0.0 0.0 0.03
H -2.598443 0.693967 -4.274017 0.0 0.0 0.0 0.01
H -3.583846 1.799349 -3.290272 0.0 0.0 0.0 -0.03
H -6.239698 -0.519276 -2.572450 0.0 0.0 0.0 0.02
H -5.652001 0.538479 -1.272388 0.0 0.0 0.0 0.02
H -5.687339 -1.215380 -1.037990 0.0 0.0 0.0 0.02

***

Record 5
13
Properties=species:S:1:pos:R:3:forces:R:3:lowdin_charge:R:1 method="wB97M-V/def2-TZVPD" gap_ha="0.37282 / 0.14231" de_lowest_kcal_mol=21.9 charge=+1 multiplicity=2 s_squared=0.758 e_lumo_ev="-3.93 / -8.97"
C 1.116621 -1.076062 -0.938373 -0.9 -1.2 0.8 -0.43
S -0.396548 -1.824345 -1.611404 0.0 0.3 0.0 0.77
H 0.950330 -0.005308 -0.987062 0.5 0.2 -0.5 0.00
H 1.192637 -1.351258 0.119255 0.0 0.0 -0.1 0.05
H 1.978385 -1.512803 -1.435126 0.2 0.7 -0.3 0.05
H -0.383269 -3.011595 -0.987147 0.2 0.1 0.1 -0.11
C 0.260581 1.800477 0.846089 0.3 1.3 0.0 0.19
C -0.923358 1.185452 0.607052 -0.9 -2.5 0.4 -0.16
O -1.364895 0.253840 1.459244 1.2 1.4 0.1 0.14
H 0.632264 2.523733 0.131444 0.0 -0.1 -0.1 0.10
H 0.747069 1.794419 1.812610 0.0 -0.5 0.0 0.11
H -1.531042 1.161734 -0.289866 0.3 1.0 -0.3 0.15
H -2.278781 0.061715 1.273290 -0.9 -0.6 -0.2 0.13